Entry from the Open Molecules 2025 dataset: a 2-piece molecular cluster, C4H11NO overall in a non-equilibrium geometry (ωB97M-V with the def2-TZVPD basis set).

The geometry in XYZ format:
```
17
Properties=species:S:1:pos:R:3:forces:R:3
C 1.962 -4.091 0.945 -0.54 0.20 -1.29
C 2.595 -3.143 0.110 -0.47 -5.61 2.40
N 3.065 -1.912 0.318 -1.11 2.94 0.11
H 0.901 -4.229 1.298 1.44 1.53 0.66
H 2.382 -5.112 0.907 -0.36 0.42 -1.04
H 3.127 -3.639 -0.696 0.54 0.17 -0.12
H 2.861 -1.401 -0.510 0.73 1.00 -1.14
H 2.692 -1.326 1.059 -0.23 -0.66 0.43
C -2.935 2.494 -0.860 1.87 0.62 1.26
C -1.619 2.640 0.052 1.04 -2.40 0.65
O -1.218 4.001 0.127 0.37 -1.29 1.01
H -3.448 1.728 -0.358 -1.34 -0.90 0.61
H -2.811 2.097 -1.883 0.31 0.88 0.34
H -3.482 3.465 -0.734 0.23 -1.01 -0.55
H -1.722 2.197 1.116 -0.70 1.19 -1.42
H -0.723 1.942 -0.237 -1.44 1.34 -0.46
H -1.628 4.288 -0.656 -0.34 1.57 -1.45
```
Positions in Å, forces in eV/Å.

## Properties
Orbital gap ... 8.38 eV
SMILES string ... C=CN.CCO
Strongest force on any atom ... 6.11 eV Å⁻¹
HOMO level ... -7.737 eV
Charge ... 0
Energy relative to the best compared isomer or geometry (same formula, charge and spin) ... 97.2 kcal per mole
E_tot ... -7860.3375 eV